One molecule with the formula C4H8N2S, computed with the ωB97M-V functional and the def2-TZVPD basis.

Structure (XYZ):
```
15
Properties=species:S:1:pos:R:3:forces:R:3:mulliken_charge:R:1
C 1.27809 0.28448 -1.67501 -0.049 -0.150 0.020 -1.1572
C 0.42512 0.35255 -0.46187 0.139 0.259 0.441 0.4997
N -0.66750 -0.27620 -0.34470 0.396 -0.638 -1.192 -0.4497
N -1.40750 -0.00777 0.71390 -0.415 1.210 1.120 0.0472
C -2.15281 -1.09207 1.29675 0.091 -0.229 0.102 -0.7029
S -0.52504 1.05242 1.88367 -0.123 -0.470 -0.459 -0.1545
C 0.83724 1.23877 0.70382 -0.194 0.086 0.266 -0.4590
H 2.26987 -0.08822 -1.41980 0.112 0.003 -0.040 0.2987
H 1.39440 1.27665 -2.11086 0.040 0.051 -0.064 0.2944
H 0.82167 -0.37640 -2.40524 0.018 -0.034 -0.081 0.3231
H -2.89620 -0.67006 1.97081 -0.044 -0.078 0.006 0.2549
H -2.64936 -1.62625 0.48839 -0.041 0.036 0.035 0.3089
H -1.51620 -1.78964 1.85255 0.002 -0.042 0.024 0.2936
H 1.78004 0.91113 1.14923 0.014 0.039 -0.158 0.3043
H 0.92906 2.28437 0.40058 0.055 -0.043 -0.020 0.2986
```
Forces are in eV/Å.

Summary:
Frontier orbital gap = 8.51 eV
HOMO level = -7.6 eV
SMILES = CC1=NN(C)SC1
Energy relative to the best compared isomer or geometry (same formula, charge and spin) = 2.031 eV
LUMO energy = 0.88 eV


One molecule with the formula C4H8N2S2, computed with the ωB97M-V functional and the def2-TZVPD basis.

Structure (XYZ):
```
16
Properties=species:S:1:pos:R:3:forces:R:3:mulliken_charge:R:1
C -0.23650 -0.78012 1.31433 -1.359 -0.275 0.836 -1.1579
C -0.34464 -0.17038 -0.08966 -0.104 0.589 1.166 0.2797
N 0.41775 1.03884 -0.21047 0.425 0.290 -1.225 -0.5736
C 1.60853 0.91435 -0.64889 0.536 1.013 -0.139 -0.0436
N 2.44447 -0.17827 -0.61873 -0.209 -0.581 -0.431 -0.4024
C -1.82805 0.12785 -0.35626 1.047 0.523 0.267 -0.1240
S -2.81404 -1.04740 -0.78649 -0.819 -0.836 -0.318 -0.2491
S -2.30916 1.79427 -0.04419 0.060 -0.512 0.053 -0.1075
H -0.93475 -0.28773 2.04106 0.709 -0.028 -0.659 0.3041
H 0.77600 -0.70541 1.72869 -0.204 -0.264 -0.251 0.3684
H -0.63912 -1.80828 1.25655 0.629 0.242 0.154 0.3304
H 0.04401 -0.89142 -0.79730 -0.432 -0.423 -0.419 0.4548
H 2.09583 1.79498 -1.12970 -0.219 -0.445 0.830 0.3352
H 3.28373 -0.15722 -1.19933 -0.637 -0.035 0.349 0.2396
H 2.05536 -1.10426 -0.42677 0.345 0.586 -0.103 0.2028
H -3.61941 1.46020 -0.03283 0.234 0.158 -0.109 0.1431
```
Forces are in eV/Å.

Summary:
Frontier orbital gap = 8.56 eV
HOMO level = -8.4 eV
SMILES = C[C@H](/N=C\N)C(=S)S
Energy relative to the best compared isomer or geometry (same formula, charge and spin) = 0.667 eV
LUMO energy = 0.12 eV


An isolated ion of composition C4H8N3 and charge +1, computed with the ωB97M-V functional and the def2-TZVPD basis.

Structure (XYZ):
```
15
Properties=species:S:1:pos:R:3:forces:R:3:mulliken_charge:R:1
C 1.72316 -1.63438 3.08935 -0.910 -0.632 -4.071 -0.2029
C -0.05519 -0.96590 1.49126 0.548 0.359 0.770 -0.0637
C 0.16988 1.56902 0.23461 -2.732 -1.051 0.958 -0.6903
C -1.23985 0.07881 -1.65487 -2.245 2.309 -4.160 -0.8154
N -0.15425 0.06714 0.36809 0.861 0.625 -0.134 0.6994
N -0.67884 -0.50464 -0.58079 0.245 -1.962 2.475 -0.4727
N 0.96000 -1.16955 2.19635 -0.713 0.791 -1.014 -0.0206
H 1.69387 -1.28835 4.00654 -0.187 2.106 4.448 0.2943
H 2.35185 -2.44103 2.89466 0.989 -1.281 -0.669 0.2637
H -0.71996 2.19580 0.37356 -0.360 -0.573 0.880 0.3868
H 0.22778 1.75072 -0.79361 1.546 0.002 -1.520 0.2288
H 0.88512 1.88832 0.92574 1.450 0.194 0.559 0.3538
H -2.16309 0.71896 -1.39552 1.369 -0.741 0.126 0.3685
H -1.63680 -0.69191 -2.33101 0.146 0.055 0.433 0.3137
H -0.62748 0.71610 -2.34792 -0.008 -0.200 0.916 0.3566
```
Forces are in eV/Å.

Summary:
Frontier orbital gap (alpha / beta) = 8.02 / 8.02 eV
HOMO level (alpha / beta) = -13.4 / -13.4 eV
Energy relative to the best compared isomer or geometry (same formula, charge and spin) = 7.534 eV
Net charge = +1
LUMO energy (alpha / beta) = -5.41 / -5.41 eV


An isolated ion of composition C4H8N3 and charge +1, computed with the ωB97M-V functional and the def2-TZVPD basis.

Structure (XYZ):
```
15
Properties=species:S:1:pos:R:3:forces:R:3:mulliken_charge:R:1
H 3.31375 1.13190 -0.09914 -1.172 -1.116 -0.240 0.2974
N 2.40642 0.59002 -0.12529 0.201 1.571 1.108 -0.4282
C 2.29591 -0.30107 -0.98239 2.468 1.132 -0.908 0.0537
N 1.16517 -1.11168 -1.05073 -2.374 -1.335 1.158 -0.9735
N 0.16322 -0.71245 -0.50497 3.105 -1.135 -1.817 0.8354
C -0.79840 -0.27915 0.10097 -2.310 1.992 0.862 0.9086
C -1.96982 0.24230 -0.64072 -2.885 0.228 1.974 -1.1292
C -0.72382 -0.04326 1.58315 1.592 0.984 -1.335 -1.0503
H 3.10708 -0.59543 -1.63200 -0.199 -0.322 -0.485 0.4086
H -2.84824 -0.42553 -0.22515 1.454 1.236 -0.925 0.3190
H -1.91155 0.12751 -1.68457 0.095 -0.134 -1.258 0.3794
H -2.27720 1.31807 -0.36542 0.855 -1.662 -0.278 0.3398
H -0.85134 -0.91515 2.12477 -0.565 -1.744 1.199 0.3369
H -1.41355 0.75241 1.85871 0.182 -0.140 0.021 0.3434
H 0.34237 0.22152 1.64277 -0.445 0.446 0.925 0.3590
```
Forces are in eV/Å.

Summary:
Frontier orbital gap = 9.11 eV
HOMO level = -15.4 eV
SMILES = [H]/N=C/N=[N+]=C(C)C
Energy relative to the best compared isomer or geometry (same formula, charge and spin) = 5.054 eV
Net charge = +1
LUMO energy = -6.30 eV